The following is a DFT calculation (the ωB97M-V functional and the def2-TZVPD basis) of C13H26NO4P2Pt as an isolated structure.

Structure (XYZ):
```
47
Properties=species:S:1:pos:R:3
Pt 0.03737 -0.41532 0.68829
P -2.22370 -0.04721 0.36895
C -2.08003 0.45498 -1.32976
C -0.85777 0.98914 -1.79990
N 0.27314 0.78656 -1.02207
C 1.50077 1.14563 -1.40998
C 1.67396 1.88598 -2.57737
C 0.57481 2.13327 -3.39619
C -0.67593 1.69094 -3.01966
C 2.68284 0.77501 -0.53760
P 2.29465 -0.67452 0.51089
H -1.57250 1.85462 -3.61582
H 2.66535 2.25155 -2.81599
H 0.69644 2.68382 -4.32507
H 3.57943 0.57352 -1.13535
H 2.92868 1.59970 0.14539
H -2.01604 -1.56209 -2.63466
H -2.95789 0.53833 -1.97310
H -1.01010 -3.27181 -1.55535
O -1.81525 -2.50776 -2.79732
H -2.24398 -2.74370 -3.63471
H -0.13441 -1.77108 1.56725
O -0.59633 -3.53603 -0.69157
H 0.27643 -3.89555 -0.91682
C 2.66068 -2.12072 -0.49236
H 3.69151 -2.10972 -0.86581
H 2.50543 -3.01216 0.12919
H 1.96285 -2.15437 -1.33785
C 3.35696 -0.68125 1.96321
H 3.16645 -1.60293 2.53208
H 4.42186 -0.64455 1.68714
H 3.12136 0.18275 2.59892
C -2.97294 1.28865 1.35290
H -3.98966 1.48789 0.98432
H -3.01337 0.99178 2.41107
H -2.37327 2.20483 1.25105
C -3.23343 -1.52892 0.61356
H -3.34096 -1.68508 1.69888
H -4.22594 -1.38489 0.16008
H -2.71147 -2.38913 0.16982
C -0.22019 2.21166 3.95660
O -0.26287 1.04348 3.10613
C 0.28719 1.23616 1.86468
O 0.84667 2.28034 1.56328
H -0.93280 2.96887 3.59887
H 0.79218 2.63057 4.02528
H -0.53621 1.84879 4.93653
```

Properties
Charge: +3
HOMO-LUMO gap (spin up / spin down), eV: 7.738 / 3.881
Energy above the lowest of the compared OMol25 structures with the same formula, charge and spin, eV: 0.0000
Multiplicity: 5
⟨S²⟩: 6.046
Total energy, eV: -45374.1214

Atom-resolved charges from Löwdin, all expressed in e:
1. Pt 1.065
2. P 0.841
3. C -0.128
4. C -0.288
5. N -0.043
6. C -0.262
7. C 0.075
8. C 0.053
9. C 0.075
10. C -0.195
11. P 0.808
12. H 0.152
13. H 0.154
14. H 0.154
15. H 0.136
16. H 0.124
17. H 0.031
18. H 0.130
19. H -0.005
20. O -0.034
21. H 0.102
22. H 0.070
23. O -0.098
24. H 0.044
25. C -0.192
26. H 0.097
27. H 0.081
28. H 0.062
29. C -0.155
30. H 0.089
31. H 0.106
32. H 0.076
33. C -0.154
34. H 0.103
35. H 0.086
36. H 0.076
37. C -0.160
38. H 0.091
39. H 0.105
40. H 0.052
41. C -0.004
42. O -0.128
43. C -0.613
44. O 0.077
45. H 0.114
46. H 0.115
47. H 0.117



The following is a DFT calculation (the ωB97M-V functional and the def2-TZVPD basis) of a 3-piece molecular cluster, C13H26NO5P overall.

Structure (XYZ):
```
46
Properties=species:S:1:pos:R:3
C -0.98670 -1.23437 -2.38418
C -0.57194 -0.03999 -3.32972
O 0.75728 -0.14699 -3.82314
P 1.96839 0.25179 -2.64087
C 2.74518 -1.43355 -2.92080
C 2.40319 -2.49007 -1.84196
O 2.05525 -3.57428 -2.19082
O 2.46667 -2.17670 -0.49412
C 3.28181 0.74451 -1.32049
C 2.79253 1.04254 -0.03034
C 3.70822 1.37635 1.01956
C 5.07133 1.35328 0.58706
C 5.37110 1.06659 -0.75981
N 4.55394 0.75199 -1.78548
H -1.85062 -0.83641 -1.79506
H -0.19645 -1.44689 -1.63142
H -1.32301 -2.12538 -2.94468
H -0.82512 0.95357 -2.89100
H -1.23919 -0.14388 -4.22144
H 2.45411 1.31004 -3.47062
H 0.93839 0.57145 -1.71371
H 2.31086 -1.82818 -3.86326
H 3.84341 -1.38850 -3.11261
H 3.15703 -2.71857 -0.07922
H 1.70867 1.01798 0.17278
H 3.36029 1.61470 2.03445
H 5.88391 1.56065 1.30145
H 6.44942 1.10081 -1.03187
C -1.35396 -1.47078 1.65151
C -1.20028 0.01756 1.89495
O -1.64147 0.75001 0.75729
H -0.77717 -1.77579 0.77638
H -1.01445 -2.04646 2.51510
H -2.39836 -1.72311 1.45062
H -0.15382 0.26907 2.07393
H -1.78465 0.33377 2.76536
H -2.56982 0.52783 0.61304
C -5.86056 1.68789 3.99565
C -4.63917 1.04760 3.36493
O -4.96797 0.47935 2.09782
H -6.65401 0.94998 4.12606
H -5.61756 2.11956 4.96829
H -6.25912 2.47658 3.35223
H -4.25714 0.24804 4.00005
H -3.84261 1.78540 3.22192
H -5.29584 1.19102 1.53616
```

Properties
HOMO-LUMO gap, eV: 9.736
Energy above the lowest of the compared OMol25 structures with the same formula, charge and spin, eV: 2.0474
Total energy, eV: -34916.5068
SMILES: CCO[PH2](CC(=O)O)c1ccccn1.CCO.CCO

Atom-resolved charges from Löwdin, all expressed in e:
1. C -0.078
2. C -0.348
3. O -0.419
4. P 0.891
5. C -0.159
6. C -0.535
7. O 0.121
8. O 0.052
9. C -0.426
10. C -0.094
11. C -0.046
12. C -0.081
13. C -0.172
14. N 0.061
15. H 0.069
16. H 0.045
17. H 0.079
18. H 0.101
19. H 0.114
20. H 0.064
21. H 0.047
22. H 0.095
23. H 0.104
24. H 0.125
25. H 0.085
26. H 0.103
27. H 0.099
28. H 0.106
29. C -0.078
30. C -0.316
31. O -0.098
32. H 0.061
33. H 0.076
34. H 0.077
35. H 0.103
36. H 0.093
37. H 0.067
38. C -0.092
39. C -0.331
40. O -0.091
41. H 0.077
42. H 0.075
43. H 0.074
44. H 0.112
45. H 0.107
46. H 0.083



The following is a DFT calculation (the ωB97M-V functional and the def2-TZVPD basis) of C13H27Cl2O3PZr as an isolated structure.

Structure (XYZ):
```
47
Properties=species:S:1:pos:R:3
Zr 2.06849 -0.26607 -1.38523
Cl 0.85688 -2.33689 -1.48105
Cl 2.55587 1.61858 0.00392
C 4.04000 -0.67317 -1.89821
H 4.80645 0.13299 -2.02819
H 4.26445 -1.46489 -2.64734
C -0.44127 1.42924 -2.55164
C 0.75187 0.90182 -2.80204
H -0.51643 2.14385 -1.72422
C 0.90891 -0.23040 -3.77525
H 1.78356 1.32486 -2.53236
C -0.07309 -0.09452 -4.97109
H 1.91789 -0.43955 -4.16710
H 0.56387 -1.14805 -3.25159
C -1.47232 -0.09113 -4.36125
H 0.11987 0.86664 -5.45751
H 0.06556 -0.86791 -5.75779
C -1.67147 0.91279 -3.18903
H -2.21552 0.13822 -5.13059
H -1.67710 -1.11309 -4.01564
H -2.29272 1.76075 -3.53190
H -2.29030 0.40253 -2.42935
C -0.86729 -3.64017 3.32665
C -1.15667 -2.29298 2.70850
O -0.29882 -2.04004 1.56066
P 0.28498 -0.54460 1.18296
O 0.87973 -0.23546 2.67666
C 1.58335 0.88132 3.24107
C 1.44244 0.80489 4.74507
O -1.15152 0.28655 1.18545
C -1.31298 1.68282 1.54183
C -2.77753 2.07543 1.48651
H -0.97767 -4.45434 2.60699
H -1.56989 -3.81560 4.14713
H 0.14064 -3.66126 3.75088
H -2.20100 -2.24420 2.37615
H -1.01703 -1.52352 3.48437
H 2.63530 0.81212 2.94070
H 1.17528 1.82770 2.85809
H 1.85143 -0.12998 5.14484
H 1.99716 1.62803 5.20190
H 0.39608 0.89729 5.05922
H -0.93741 1.86857 2.56477
H -0.72592 2.29587 0.83759
H -3.31561 1.73489 2.37952
H -2.83879 3.16835 1.48643
H -3.29174 1.71173 0.59050
```

Properties
HOMO-LUMO gap (spin up / spin down), eV: 7.066 / 7.067
Energy above the lowest of the compared OMol25 structures with the same formula, charge and spin, eV: 1.5354
Total energy, eV: -55676.1865

Atom-resolved charges from Löwdin, all expressed in e:
1. Zr 0.736
2. Cl 0.021
3. Cl -0.017
4. C -0.345
5. H -0.065
6. H -0.068
7. C -0.067
8. C -0.331
9. H 0.118
10. C -0.301
11. H 0.053
12. C -0.171
13. H 0.116
14. H -0.019
15. C -0.187
16. H 0.116
17. H 0.125
18. C -0.159
19. H 0.108
20. H 0.116
21. H 0.123
22. H 0.127
23. C -0.081
24. C -0.287
25. O -0.337
26. P 0.769
27. O -0.331
28. C -0.322
29. C -0.077
30. O -0.320
31. C -0.292
32. C -0.077
33. H 0.078
34. H 0.077
35. H 0.079
36. H 0.116
37. H 0.106
38. H 0.101
39. H 0.091
40. H 0.082
41. H 0.078
42. H 0.077
43. H 0.107
44. H 0.101
45. H 0.079
46. H 0.078
47. H 0.076



The following is a DFT calculation (the ωB97M-V functional and the def2-TZVPD basis) of C13H27ClIN2OP2Sn as an isolated structure.

Structure (XYZ):
```
48
Properties=species:S:1:pos:R:3
C -0.17938 0.01841 -4.83864
I -2.77625 -0.05448 -1.30570
H 0.88524 0.14860 -5.12136
H -0.79713 0.86886 -5.17253
H -0.63168 -0.92267 -5.20718
Sn -0.33224 -0.04805 -2.68395
P 0.24971 2.35397 -1.51197
C -1.31651 3.27375 -1.24813
C 1.22548 2.94509 -0.08407
H 1.41635 4.02214 -0.18616
H 1.08974 4.34415 -2.56191
H 2.18545 2.41767 -0.05262
H 2.03179 2.89752 -3.06302
H -1.71889 3.01744 -0.26006
H 0.68416 2.76878 0.85140
C 1.02595 3.29490 -2.88124
H -1.10613 4.35070 -1.29701
H 0.43581 3.23449 -3.80541
H -2.06302 3.01246 -2.00690
P 0.22615 -2.33953 -1.13390
C -1.24540 -3.33402 -0.69086
C 0.99338 -3.41548 -2.40291
H 2.22677 -2.17825 0.22588
H 1.48822 -3.80647 0.32561
H 0.77003 -2.44915 1.23709
C 1.28387 -2.72761 0.31232
H 1.98832 -3.02539 -2.64619
H 1.07031 -4.42066 -1.96922
H -0.92776 -4.38092 -0.60347
H -2.01650 -3.23585 -1.46252
H 0.37401 -3.44742 -3.30810
H -1.64068 -2.98007 0.26742
Cl 2.21774 -0.13979 -2.71733
N -1.59001 -0.26072 6.11725
C -0.36506 0.03820 5.57562
O 0.60687 0.33067 6.26280
C -0.29239 0.04151 4.07739
C -1.40190 -0.16718 3.24795
C -1.24263 -0.11400 1.86604
N -0.07742 0.11832 1.25775
C 0.99179 0.32147 2.04806
C 0.93986 0.28821 3.44775
H -1.61865 -0.33831 7.11633
H -2.34762 -0.68907 5.59615
H -2.41016 -0.35774 3.61679
H -2.09880 -0.25977 1.19633
H 1.94026 0.52602 1.54955
H 1.84894 0.45925 4.02686
```

Properties
Charge: +3
HOMO-LUMO gap (spin up / spin down), eV: 4.799 / 4.871
Energy above the lowest of the compared OMol25 structures with the same formula, charge and spin, eV: 2.7171
Total energy, eV: -63949.7405

Atom-resolved charges from Löwdin, all expressed in e:
1. C -0.230
2. I 0.646
3. H 0.021
4. H 0.028
5. H 0.030
6. Sn 0.490
7. P 0.715
8. C -0.280
9. C -0.222
10. H 0.084
11. H 0.074
12. H 0.057
13. H 0.050
14. H 0.044
15. H 0.040
16. C -0.240
17. H 0.077
18. H 0.065
19. H 0.032
20. P 0.758
21. C -0.263
22. C -0.240
23. H 0.063
24. H 0.087
25. H 0.040
26. C -0.208
27. H 0.042
28. H 0.079
29. H 0.080
30. H 0.042
31. H 0.070
32. H 0.045
33. Cl 0.049
34. N 0.288
35. C -0.282
36. O 0.414
37. C -0.097
38. C 0.033
39. C -0.161
40. N 0.063
41. C -0.111
42. C 0.052
43. H 0.155
44. H 0.143
45. H 0.129
46. H -0.021
47. H 0.125
48. H 0.144



The following is a DFT calculation (the ωB97M-V functional and the def2-TZVPD basis) of C13H27HfN2O4P as an isolated structure.

Structure (XYZ):
```
48
Properties=species:S:1:pos:R:3
Hf 0.00000 -0.00001 1.52225
C -1.98090 -0.45321 1.52035
O -3.10100 -0.78181 1.48405
C -0.25600 1.97159 1.38985
O -0.40760 3.12989 1.31615
C 2.03810 0.05759 1.55035
O 3.19650 0.18389 1.59605
C -1.70720 0.40279 -1.68675
P -0.03180 -0.06741 -0.97895
H 0.54220 -1.55861 -2.80735
H -2.36550 -0.35521 -1.24415
C 1.14050 1.08399 -1.90905
H 0.62640 1.20959 -2.87155
C -1.85390 0.34029 -3.21365
H -1.21470 -0.41931 -3.67325
H -1.62560 1.30749 -3.67195
H -2.89300 0.09799 -3.46695
C -2.17020 1.77249 -1.17135
H -1.51220 2.57459 -1.52325
C 1.43920 -2.45251 -1.06805
H -2.19450 1.80689 -0.08095
H -3.17860 1.98279 -1.54585
C -0.99170 -2.61081 -1.73165
H 1.07460 -3.10371 -0.26715
H 1.98280 -3.07161 -1.79155
H 2.14710 -1.74891 -0.62105
C 0.27060 -1.74031 -1.76145
H -0.71180 -3.67081 -1.74695
H -1.64500 -2.42161 -2.58775
H -1.57310 -2.43141 -0.82005
C 2.54300 0.51499 -2.18145
H 3.09110 0.36009 -1.24635
H 3.11340 1.23729 -2.77765
H 2.52760 -0.43011 -2.72685
C 1.26990 2.47339 -1.27245
H 0.30490 2.86059 -0.94335
H 1.69030 3.17059 -2.00735
H 1.93910 2.45549 -0.40705
H 0.24500 -1.86581 1.22365
H 0.23200 -1.81161 2.06765
N 0.00010 1.17489 5.46415
C 0.00000 -0.00001 4.79315
N -0.00010 -1.17471 5.46435
O 0.00000 -0.00001 3.52225
H 0.00010 1.19529 6.49445
H 0.00010 2.06799 4.94965
H -0.00020 -2.06801 4.95025
H -0.00010 -1.19501 6.49475
```

Properties
Charge: +4
HOMO-LUMO gap, eV: 4.469
Total energy, eV: -35633.2432

Atom-resolved charges from Löwdin, all expressed in e:
1. Hf 1.134
2. C -0.043
3. O 0.333
4. C -0.066
5. O 0.322
6. C -0.034
7. O 0.327
8. C -0.497
9. P 0.983
10. H 0.131
11. H 0.091
12. C -0.451
13. H 0.131
14. C -0.040
15. H 0.088
16. H 0.109
17. H 0.130
18. C -0.073
19. H 0.094
20. C -0.097
21. H 0.039
22. H 0.131
23. C -0.065
24. H 0.083
25. H 0.131
26. H 0.046
27. C -0.494
28. H 0.120
29. H 0.102
30. H 0.066
31. C -0.052
32. H 0.074
33. H 0.129
34. H 0.091
35. C -0.086
36. H 0.035
37. H 0.133
38. H 0.085
39. H 0.110
40. H 0.150
41. N 0.268
42. C -0.477
43. N 0.268
44. O -0.147
45. H 0.182
46. H 0.161
47. H 0.162
48. H 0.182